Formula: C26H51IO12S5
Source: the Open Molecules 2025 dataset
Level of theory: ωB97M-V/def2-TZVPD

The geometry in XYZ format:
```
95
Properties=species:S:1:pos:R:3:lowdin_charge:R:1
C 1.258 1.263 -3.459 -0.0995
C 1.190 2.206 -2.227 -0.3065
C 1.124 1.423 -0.897 -0.6509
I 3.117 0.761 -0.477 1.0529
C 0.580 2.242 0.280 -0.2907
O -0.640 2.914 -0.181 -0.1896
S -1.966 2.121 0.178 0.6038
O -2.845 2.976 0.925 -0.2325
O -2.474 1.425 -0.969 -0.2332
O -1.268 1.070 1.138 -0.1894
C 0.080 1.481 1.534 -0.2391
C 0.735 0.220 2.080 -0.1550
C 1.772 0.446 3.204 -0.1628
C 2.943 -0.544 3.210 -0.4390
C 2.459 -2.000 3.151 -0.0803
C 3.784 -0.341 4.492 -0.0725
H 0.434 1.478 -4.143 0.0765
H 2.196 1.389 -4.005 0.0374
H 1.198 0.219 -3.138 0.0696
H 0.337 2.879 -2.301 0.1043
H 2.104 2.811 -2.218 0.0807
H 0.477 0.551 -1.043 0.1006
H 1.246 3.084 0.485 0.1442
H -0.024 2.213 2.344 0.1659
H 1.112 -0.430 1.287 0.0773
H -0.105 -0.313 2.537 0.0894
H 2.151 1.474 3.218 0.1046
H 1.247 0.292 4.157 0.1288
H 3.600 -0.374 2.350 0.0746
H 1.991 -2.264 2.199 0.0711
H 3.316 -2.670 3.288 0.0794
H 1.744 -2.207 3.954 0.0783
H 4.847 -0.509 4.311 0.0751
H 3.660 0.675 4.878 0.0696
H 3.446 -1.027 5.280 0.0771
C 4.470 0.304 -9.257 -0.2210
C 3.514 1.496 -9.406 -0.2138
C 2.491 1.405 -8.267 -0.2174
S 3.323 0.559 -6.916 0.6620
O 2.669 -0.703 -6.685 -0.3139
O 3.542 1.475 -5.824 -0.3323
C 4.861 0.262 -7.784 -0.2299
H 5.346 0.404 -9.896 0.1146
H 3.959 -0.622 -9.531 0.1196
H 4.078 2.427 -9.323 0.1164
H 3.018 1.498 -10.375 0.1133
H 2.162 2.377 -7.909 0.1026
H 1.628 0.799 -8.538 0.1048
H 5.267 -0.691 -7.454 0.1084
H 5.542 1.072 -7.524 0.1074
C -4.138 -1.706 2.430 -0.2084
C -4.533 -2.972 3.201 -0.2168
C -3.264 -3.513 3.871 -0.2097
S -2.205 -2.088 4.152 0.6729
O -1.014 -2.231 3.345 -0.3311
O -2.086 -1.820 5.564 -0.3259
C -3.279 -0.882 3.382 -0.2188
H -5.012 -1.148 2.099 0.1167
H -3.555 -1.973 1.545 0.1240
H -5.274 -2.717 3.961 0.1221
H -4.978 -3.716 2.548 0.0723
H -3.454 -3.991 4.829 0.1019
H -2.718 -4.195 3.222 0.1050
H -2.669 -0.126 2.893 0.0855
H -3.875 -0.431 4.175 0.1116
C 6.588 5.395 1.614 -0.2202
C 5.288 5.433 0.799 -0.2094
C 4.519 4.141 1.105 -0.2415
S 5.003 3.654 2.764 0.6435
O 5.721 2.408 2.686 -0.3211
O 3.888 3.814 3.663 -0.3272
C 6.183 4.976 3.023 -0.2295
H 7.093 6.360 1.617 0.1142
H 7.273 4.658 1.190 0.1196
H 4.694 6.298 1.101 0.1170
H 5.481 5.525 -0.269 0.1142
H 3.441 4.282 1.085 0.0895
H 4.795 3.332 0.434 0.0545
H 7.002 4.597 3.630 0.1079
H 5.664 5.777 3.548 0.1075
C -10.048 -4.952 0.795 -0.2199
C -9.265 -5.359 -0.460 -0.2125
C -7.878 -4.711 -0.365 -0.2151
S -7.532 -4.538 1.392 0.6641
O -7.455 -3.134 1.712 -0.3163
O -6.471 -5.437 1.773 -0.3260
C -9.102 -5.175 1.970 -0.2282
H -10.963 -5.531 0.908 0.1152
H -10.324 -3.897 0.737 0.1199
H -9.163 -6.446 -0.490 0.1169
H -9.774 -5.052 -1.372 0.1140
H -7.093 -5.319 -0.807 0.1033
H -7.861 -3.711 -0.793 0.1059
H -9.381 -4.643 2.876 0.1088
H -8.963 -6.235 2.181 0.1085
```

total charge	0
structure (SMILES)	CC[C@@H](I)[C@H]1OS(=O)(=O)O[C@H]1CCC(C)C.O=S1(=O)CCCC1.O=S1(=O)CCCC1.O=S1(=O)CCCC1.O=S1(=O)CCCC1
LUMO level	0.50	eV

Formula: C26H52BBrIN3O6
Source: the Open Molecules 2025 dataset
Level of theory: ωB97M-V/def2-TZVPD

The geometry in XYZ format:
```
90
Properties=species:S:1:pos:R:3:lowdin_charge:R:1
C -2.870 1.156 0.656 -0.0831
C -2.597 1.574 -0.881 -0.2783
C -1.452 0.669 -1.500 -0.5274
Br -2.388 -0.931 -2.281 0.7630
C -0.480 1.375 -2.533 -0.3182
C 0.286 0.441 -3.562 -0.1551
C 1.471 -0.402 -2.953 -0.1735
C 1.063 -1.603 -2.015 -0.2358
C 0.710 -2.960 -2.762 -0.2014
C 1.058 -4.165 -1.768 -0.2079
C 0.621 -3.901 -0.276 -0.2187
C 0.860 -5.189 0.664 -0.1816
C 1.991 -4.827 1.745 -0.2129
C 1.394 -4.249 3.100 -0.1882
C 1.856 -5.108 4.367 -0.1913
C 2.866 -4.338 5.325 -0.1584
C 2.482 -4.456 6.875 -0.2225
O 3.427 -5.237 7.622 -0.2257
C 4.432 -4.392 8.184 -0.1379
C 0.666 2.336 -1.957 -0.3527
C 1.155 2.006 -0.470 -0.1526
C 0.150 2.522 0.643 -0.0797
N 0.371 3.802 -2.255 -0.3406
I 1.904 4.352 -3.574 1.0541
C -0.951 3.772 -2.840 -0.3225
N -1.621 4.898 -2.892 0.2561
B -1.083 6.245 -2.405 -0.4737
C -0.952 6.434 -0.811 -0.0005
O -0.749 7.292 -3.302 0.1049
N -1.309 2.456 -3.200 0.0088
C -1.769 2.209 -4.583 -0.1410
C -3.022 3.094 -5.006 -0.1394
C -4.298 2.876 -4.088 -0.2254
O -4.803 4.067 -3.465 -0.0767
H -3.934 0.788 0.756 0.0822
H -2.774 2.039 1.347 0.0812
H -2.205 0.324 1.008 0.0839
H -2.387 2.673 -0.860 0.0830
H -3.553 1.305 -1.420 0.0616
H -0.866 0.254 -0.629 0.0807
H -0.391 -0.231 -4.165 0.0948
H 0.750 1.144 -4.327 0.1128
H 2.038 -0.843 -3.832 0.1213
H 2.240 0.210 -2.394 0.1054
H 0.231 -1.392 -1.294 0.0644
H 1.973 -1.830 -1.374 0.1176
H 1.358 -3.009 -3.684 0.1054
H -0.377 -2.952 -3.042 0.0688
H 2.156 -4.428 -1.857 0.1180
H 0.505 -5.099 -2.101 0.1110
H 1.207 -3.073 0.230 0.0942
H -0.461 -3.577 -0.210 0.1152
H -0.082 -5.354 1.269 0.1017
H 1.151 -6.075 0.043 0.0985
H 2.604 -5.767 1.902 0.0982
H 2.721 -4.058 1.351 0.1026
H 0.260 -4.247 3.057 0.1067
H 1.686 -3.172 3.289 0.1068
H 2.403 -6.025 3.999 0.0976
H 0.965 -5.470 4.960 0.1019
H 2.987 -3.249 5.055 0.1062
H 3.901 -4.798 5.251 0.1135
H 1.450 -4.910 6.991 0.1201
H 2.420 -3.439 7.368 0.1177
H 4.936 -3.809 7.359 0.0909
H 4.039 -3.655 8.939 0.0907
H 5.242 -4.994 8.689 0.0929
H 1.646 2.221 -2.503 0.0018
H 1.280 0.886 -0.381 0.1109
H 2.179 2.458 -0.354 0.1145
H -0.158 1.636 1.275 0.0825
H -0.722 3.110 0.254 0.0592
H 0.714 3.200 1.341 0.0864
H -2.573 4.906 -3.271 0.1283
H -1.746 5.856 -0.251 0.0835
H -0.980 7.523 -0.522 0.0816
H 0.056 6.038 -0.500 0.0820
H 0.175 7.543 -3.133 0.1062
H -0.947 2.463 -5.326 0.1326
H -2.081 1.138 -4.765 0.1277
H -2.730 4.184 -5.119 0.1124
H -3.306 2.767 -6.054 0.1231
H -4.066 2.081 -3.328 0.0996
H -5.127 2.474 -4.735 0.1297
H -4.355 4.199 -2.612 0.0786
C -1.274 1.768 4.045 -0.8658
O -0.652 2.806 3.669 -0.1112
O -2.565 2.052 4.435 0.0038
O -0.905 0.582 4.102 -0.0583
H -2.472 3.007 4.256 0.0786
```

total charge	0
LUMO level	-2.86	eV

Summary of E_HOMO in eV
-9.233 -6.565
(order as listed above)
Summary of Kohn-Sham gap in eV
9.7 3.7
(order as listed above)